108
Properties=species:S:1:pos:R:3:forces:R:3:mulliken_charge:R:1 method="wB97M-V/def2-TZVPD" gap_ev=1.011 charge=-1 mol_weight_g_mol=1004.12 energy_ev=-163748.4004
N -1.009 -0.941 -3.867 0.11 0.71 -1.60 -0.977
C -1.522 -1.469 -5.156 1.20 -1.44 0.01 -0.813
C -2.001 -2.917 -4.963 -1.15 0.26 -0.73 -0.770
C -3.547 -3.071 -4.843 1.03 0.51 0.09 -0.575
C -4.300 -1.916 -4.169 -1.06 -0.87 -0.41 0.510
C -4.755 -0.687 -5.011 1.44 -0.53 1.14 -1.235
C -4.390 0.470 -4.029 -0.74 -0.26 -0.93 0.545
S -5.443 1.913 -4.390 1.00 1.60 1.92 1.366
O -6.396 2.188 -3.377 -0.81 -0.80 -0.02 -0.625
O -4.565 3.003 -4.683 0.43 -0.21 -0.74 -0.722
F -6.153 1.519 -5.683 -0.26 -0.25 -0.25 -0.098
N -4.438 -0.107 -2.705 0.79 -0.31 -0.69 0.192
C -3.940 -1.395 -2.804 -0.41 0.14 -1.26 -0.755
O -3.331 -1.945 -1.911 0.61 -0.11 0.83 -0.714
H 0.027 -0.970 -3.897 -0.63 0.05 -0.25 0.397
H -1.246 0.059 -3.833 0.23 -0.39 -1.03 0.687
H -2.237 -0.807 -5.625 -0.31 0.03 0.23 0.122
H -0.668 -1.510 -5.833 -0.03 0.18 -0.24 0.516
H -1.680 -3.445 -5.863 -0.17 -0.23 -0.06 0.402
H -1.502 -3.422 -4.134 0.29 0.39 0.22 0.263
H -4.049 -3.328 -5.899 0.96 0.80 2.02 -0.177
H -3.744 -3.938 -4.216 -0.02 -0.28 -0.16 0.498
H -5.262 -2.387 -3.926 -0.02 -0.25 0.02 0.572
H -5.808 -0.802 -5.218 -0.18 0.43 -0.08 0.464
H -4.240 -0.610 -5.960 -0.17 0.11 -0.28 0.231
H -3.385 0.878 -4.155 -0.06 0.22 -0.72 -0.132
H -4.007 0.399 -1.946 -0.67 0.37 0.17 0.355
Cl -5.408 1.181 -0.409 -0.17 -0.01 0.50 -0.602
Cs -0.869 -0.036 -1.560 -0.37 0.38 2.96 1.117
C -6.280 3.749 -8.447 0.02 -0.20 0.01 -0.346
O -7.402 3.100 -7.884 -0.06 0.14 0.18 -0.552
H -6.635 4.631 -8.982 -0.04 0.02 0.03 0.266
H -5.577 4.064 -7.668 0.07 0.04 -0.09 0.166
H -5.762 3.089 -9.150 0.07 0.05 0.06 0.107
H -7.068 2.321 -7.421 -0.03 -0.16 -0.39 0.353
C -3.814 5.081 2.272 -0.17 0.08 0.00 -1.165
C -3.968 3.917 1.361 -1.10 -1.74 0.37 0.676
O -3.541 3.738 0.282 1.25 0.97 -1.06 -0.402
N -4.759 2.660 1.807 0.81 2.08 2.32 0.060
C -6.051 2.870 2.512 0.45 -0.06 -0.11 -0.923
H -3.318 5.876 1.726 0.06 0.00 -0.03 0.329
H -4.785 5.439 2.615 0.01 -0.07 0.09 0.355
H -3.209 4.798 3.135 -0.10 -0.02 0.05 0.334
H -4.128 2.113 2.396 -0.13 -0.04 -0.01 0.348
H -4.891 2.097 0.885 -0.65 -0.82 -1.07 0.029
H -5.863 3.343 3.473 -0.14 0.06 0.05 0.396
H -6.512 1.898 2.660 -0.06 -0.01 -0.08 0.340
H -6.687 3.486 1.884 -0.06 -0.02 -0.02 0.347
C 4.705 1.230 -6.865 -0.10 -0.02 -0.11 -0.551
C 3.888 2.438 -6.420 0.07 0.01 0.15 -0.528
C 2.590 1.786 -5.965 -0.09 -0.13 -0.16 -0.401
O 2.937 0.481 -5.475 0.08 0.19 0.02 -0.357
C 4.287 0.182 -5.844 0.03 -0.04 0.14 -0.441
H 5.779 1.405 -6.876 0.01 0.00 0.03 0.330
H 4.398 0.922 -7.866 0.01 -0.02 0.00 0.278
H 4.379 2.928 -5.575 -0.01 0.02 0.00 0.261
H 3.736 3.180 -7.201 -0.03 -0.02 -0.02 0.331
H 1.893 1.661 -6.798 -0.02 0.08 0.00 0.301
H 2.090 2.349 -5.175 -0.02 -0.06 0.04 0.245
H 4.909 0.235 -4.943 0.07 -0.01 -0.04 0.259
H 4.335 -0.833 -6.238 -0.07 -0.02 0.03 0.269
Br -5.233 -4.105 -7.063 -1.30 -1.96 -0.62 -0.854
C 1.192 -0.772 1.602 -0.15 -0.05 0.18 -1.280
N 1.929 -0.750 2.857 0.25 0.13 0.16 0.142
C 1.674 -1.711 3.796 0.00 0.23 -0.21 -0.341
C 2.350 -1.733 4.972 0.00 0.20 0.32 -0.558
C 3.343 -0.768 5.248 -0.13 0.08 -0.39 0.725
C 3.574 0.216 4.260 0.31 -0.30 0.09 -0.901
C 2.867 0.208 3.100 -0.19 -0.27 -0.06 -0.038
C 4.089 -0.793 6.485 0.30 0.02 0.38 0.817
C 5.502 -0.832 6.550 -0.05 0.34 -0.11 -0.854
C 6.122 -0.788 7.763 -0.11 0.20 -0.07 -0.301
N 5.399 -0.705 8.913 0.00 0.05 -0.17 0.139
C 4.042 -0.693 8.876 0.43 -0.28 0.46 -0.590
C 3.387 -0.737 7.681 -0.25 -0.63 -0.24 -0.992
C 6.070 -0.609 10.210 -0.08 0.01 -0.11 -1.084
H 0.127 -0.730 1.837 -0.03 -0.06 -0.17 0.468
H 1.426 -1.685 1.053 -0.07 0.04 -0.04 0.385
H 1.466 0.098 1.011 0.04 0.00 0.00 0.341
H 0.916 -2.440 3.552 -0.02 0.01 -0.08 0.446
H 2.122 -2.508 5.689 -0.03 0.05 0.07 0.474
H 4.303 0.997 4.421 0.00 0.01 0.03 0.475
H 3.017 0.952 2.333 -0.09 -0.01 -0.05 0.362
H 6.106 -0.898 5.656 0.04 -0.03 0.01 0.505
H 7.197 -0.813 7.853 0.01 -0.07 0.08 0.463
H 3.493 -0.625 9.809 -0.15 0.02 -0.11 0.720
H 2.303 -0.687 7.684 -0.44 0.22 0.14 0.693
H 5.730 -1.425 10.845 0.00 0.05 0.07 0.388
H 5.821 0.347 10.664 0.02 -0.03 0.10 0.368
H 7.144 -0.677 10.066 0.01 -0.01 -0.01 0.360
C 8.937 -4.850 8.920 0.06 0.09 0.02 -1.174
C 7.869 -3.890 8.433 0.14 -0.21 -0.27 0.040
O 8.379 -2.994 7.445 -0.06 0.13 0.15 -0.494
H 9.781 -4.300 9.337 -0.02 0.02 0.05 0.309
H 8.543 -5.521 9.683 0.00 -0.02 -0.02 0.343
H 9.319 -5.453 8.092 -0.07 -0.06 0.01 0.332
H 7.503 -3.277 9.257 -0.02 0.07 -0.05 0.143
H 7.022 -4.442 8.013 -0.07 0.01 0.13 0.268
H 8.694 -3.522 6.705 0.04 0.01 -0.02 0.281
C -5.197 -0.614 -8.778 0.03 -0.21 0.02 0.565
O -5.507 0.406 -8.095 0.06 0.19 0.07 -0.642
O -5.123 -0.326 -10.183 -0.06 0.14 0.47 -0.576
O -4.958 -1.765 -8.437 0.28 1.34 -0.60 -0.526
H -5.354 0.610 -10.140 -0.01 0.00 -0.33 0.291
C 0.681 0.612 8.955 0.02 0.72 0.74 0.684
O 0.566 0.118 7.781 0.29 -0.29 -0.21 -0.735
O -0.119 1.471 9.415 -0.04 -0.36 -0.36 -0.680
O 1.675 0.263 9.724 0.13 -0.05 -0.45 -0.668